Density functional theory data (ωB97M-V/def2-TZVPD) for 2 unconnected molecules or ions with the total composition C17H37N2O2 at a distorted geometry.

Values from the calculation:
Gap between HOMO and LUMO in eV: 7.788
E_tot in Ha: -929.60060

```
! RIJCOSX wB97M-V def2-TZVPD def2/J DEFGRID3
* xyz 1 1
C -1.848 0.128 -1.768
C -3.196 0.143 -1.874
C -4.009 -1.116 -1.967
C -5.469 -0.874 -2.323
O -5.442 -0.056 -3.476
C -6.225 -2.202 -2.630
N -6.966 -2.802 -1.548
O -6.024 -0.179 -1.230
C -7.297 0.397 -1.471
H -1.333 0.669 -0.977
H -1.216 -0.435 -2.453
H -3.739 1.084 -1.944
H -3.948 -1.613 -0.999
H -3.575 -1.789 -2.716
H -6.226 -0.216 -4.011
H -6.876 -2.048 -3.497
H -5.476 -2.925 -2.952
H -6.379 -3.301 -0.898
H -7.557 -2.149 -1.055
H -7.889 -0.179 -2.189
H -7.832 0.412 -0.523
H -7.203 1.423 -1.829
C 1.118 -0.667 3.173
C 1.026 0.087 1.849
C 1.770 -0.597 0.704
C 3.286 -0.725 0.745
N 4.157 0.507 0.895
C 4.206 1.053 2.300
C 5.014 0.039 3.089
C 6.072 -0.469 2.094
C 5.597 0.016 0.721
C 3.910 1.575 -0.153
C 2.751 2.557 0.045
C 1.465 2.299 -0.744
H 2.144 -0.953 3.418
H 0.746 -0.058 3.996
H 0.521 -1.578 3.143
H 1.353 1.120 1.978
H -0.023 0.156 1.556
H 1.478 -0.157 -0.250
H 1.418 -1.632 0.645
H 3.599 -1.167 -0.201
H 3.597 -1.410 1.532
H 4.721 2.012 2.232
H 3.207 1.209 2.691
H 4.380 -0.781 3.422
H 5.444 0.483 3.984
H 6.171 -1.552 2.134
H 7.054 -0.053 2.308
H 5.617 -0.740 -0.059
H 6.184 0.870 0.395
H 3.854 1.059 -1.113
H 4.827 2.160 -0.150
H 3.147 3.514 -0.298
H 2.536 2.710 1.103
H 1.655 1.739 -1.660
H 1.003 3.242 -1.029
H 0.719 1.762 -0.162
*
```